DFT (ωB97M-V with the def2-TZVPD basis set) results for a cluster of 4 separate species, C27H49IN2O8 in total.

The geometry in XYZ format:
```
87
Properties=species:S:1:pos:R:3:lowdin_charge:R:1
C -2.587 -3.161 0.248 -0.08
C -2.794 -2.078 -0.789 -0.28
O -2.511 -0.820 -0.194 -0.15
C -2.665 0.272 -1.077 -0.20
C -1.770 1.391 -0.561 -0.17
O -2.187 2.663 -1.020 -0.15
C -1.579 3.107 -2.214 -0.18
C -0.510 4.154 -1.944 -0.19
O 0.333 3.711 -0.899 -0.13
C 1.578 4.367 -0.875 -0.16
C 2.537 3.846 -1.924 -0.11
C 2.273 2.655 -2.582 0.07
C 3.199 2.191 -3.497 -0.07
C 4.367 2.890 -3.762 -0.07
C 4.649 4.081 -3.129 0.06
C 3.728 4.559 -2.198 -0.24
N 3.997 5.723 -1.453 0.10
C 5.133 2.145 -4.801 -0.37
O 6.176 2.433 -5.326 0.11
N 4.377 0.994 -5.081 -0.01
C 4.688 0.016 -6.084 -0.69
I 6.448 -1.111 -5.529 0.83
C 4.778 0.602 -7.500 -0.26
C 3.462 0.422 -8.289 -0.08
C 3.179 0.971 -4.340 -0.34
O 2.341 0.114 -4.420 0.13
H -3.054 -4.095 -0.070 0.08
H -1.528 -3.357 0.414 0.07
H -3.017 -2.869 1.207 0.07
H -2.118 -2.225 -1.641 0.12
H -3.828 -2.086 -1.160 0.12
H -2.372 -0.031 -2.091 0.12
H -3.709 0.608 -1.099 0.13
H -0.732 1.194 -0.846 0.12
H -1.813 1.388 0.529 0.14
H -1.155 2.268 -2.776 0.13
H -2.356 3.555 -2.842 0.13
H -0.964 5.118 -1.682 0.12
H 0.068 4.292 -2.869 0.13
H 2.008 4.187 0.113 0.15
H 1.432 5.448 -0.982 0.12
H 1.377 2.084 -2.376 0.13
H 5.560 4.627 -3.344 0.13
H 3.279 6.430 -1.541 0.09
H 4.890 6.128 -1.694 0.09
H 3.891 -0.720 -6.020 0.07
H 5.593 0.114 -8.031 0.07
H 5.019 1.660 -7.428 0.10
H 3.586 -0.283 -9.110 0.07
H 3.116 1.370 -8.701 0.07
H 2.656 0.045 -7.654 0.07
C 0.278 -4.602 4.562 -0.06
C -0.973 -3.956 3.992 -0.49
C -2.043 -3.772 5.058 -0.06
O -1.480 -4.713 2.895 -0.06
H 0.036 -5.593 4.956 0.05
H 1.040 -4.721 3.791 0.08
H 0.695 -4.008 5.377 0.08
H -0.718 -2.985 3.563 0.14
H -2.333 -4.743 5.469 0.08
H -2.930 -3.304 4.632 0.08
H -1.681 -3.150 5.878 0.08
H -1.732 -5.582 3.228 0.09
C 0.199 -6.470 8.177 -0.06
C -0.601 -7.709 7.804 -0.50
C 0.156 -8.990 8.115 -0.06
O -0.977 -7.668 6.427 -0.07
H 1.124 -6.431 7.595 0.08
H -0.370 -5.565 7.960 0.07
H 0.464 -6.472 9.235 0.08
H -1.546 -7.707 8.349 0.14
H 1.088 -9.025 7.544 0.08
H -0.439 -9.861 7.842 0.08
H 0.406 -9.055 9.174 0.08
H -0.165 -7.679 5.908 0.07
C -5.486 5.628 -0.495 -0.06
C -4.778 5.068 0.730 -0.50
C -3.333 5.529 0.803 -0.05
O -4.840 3.647 0.744 -0.05
H -4.985 5.285 -1.405 0.08
H -6.519 5.283 -0.531 0.08
H -5.481 6.719 -0.494 0.08
H -5.311 5.384 1.628 0.14
H -2.791 5.160 -0.071 0.06
H -2.844 5.121 1.687 0.08
H -3.255 6.618 0.829 0.08
H -4.342 3.330 -0.022 0.07
```

Output
Net charge: 0
2S+1: 1

DFT (ωB97M-V with the def2-TZVPD basis set) results for a structure of composition C27H49IN5O10P2S.

The geometry in XYZ format:
```
95
Properties=species:S:1:pos:R:3:lowdin_charge:R:1
C -1.782 1.669 4.534 -0.19
C -2.765 0.479 4.371 -0.72
I -1.560 -1.324 4.272 0.77
C -3.783 0.629 3.171 -0.18
C -3.423 1.853 2.308 -0.16
C -2.432 1.872 1.335 -0.10
C -1.620 0.605 1.014 -0.13
C -1.840 0.269 -0.514 -0.16
C -1.807 -1.258 -0.817 -0.16
C -0.397 -1.894 -1.114 -0.20
N 0.699 -0.958 -1.353 0.03
C 1.335 -0.499 -0.218 -0.54
N 1.279 -1.051 0.935 0.12
N 2.128 0.704 -0.429 0.09
C -2.163 3.130 0.605 -0.05
C -1.038 3.247 -0.456 -0.71
O 0.113 2.939 -0.062 -0.05
O -1.331 3.668 -1.597 -0.05
C -2.891 4.273 0.826 0.03
C -3.957 4.334 1.803 -0.37
N -4.704 5.390 2.102 -0.23
S -5.711 4.795 3.279 0.91
N -5.165 3.275 3.416 -0.28
C -4.165 3.067 2.532 -0.28
H -1.157 1.518 5.440 0.06
H -2.308 2.635 4.671 0.08
H -1.065 1.735 3.694 0.07
H -3.358 0.435 5.303 0.07
H -3.869 -0.272 2.543 0.09
H -4.767 0.858 3.625 0.10
H -0.567 0.811 1.256 0.10
H -2.027 -0.222 1.623 0.03
H -1.199 0.876 -1.173 0.10
H -2.880 0.603 -0.722 0.12
H -2.312 -1.819 -0.004 0.10
H -2.442 -1.412 -1.716 0.10
H -0.131 -2.641 -0.347 0.10
H -0.510 -2.484 -2.052 0.09
H 0.468 -0.211 -1.995 0.12
H 1.854 -0.527 1.591 0.04
H 3.107 0.421 -0.486 0.07
H 2.087 1.280 0.411 0.05
H -2.667 5.169 0.229 0.12
O -3.031 -4.371 -3.676 -0.22
P -2.331 -5.430 -4.485 0.67
O -1.912 -4.438 -5.746 -0.23
C -0.827 -3.530 -5.553 -0.29
C 0.504 -4.248 -5.423 -0.09
O -3.700 -6.104 -5.113 -0.26
C -4.973 -5.955 -4.491 -0.29
C -5.730 -4.789 -5.096 -0.07
O -1.402 -6.615 -5.210 -0.23
C -1.921 -7.798 -5.825 -0.28
C -2.361 -7.540 -7.252 -0.07
H -1.019 -2.911 -4.671 0.10
H -0.806 -2.872 -6.422 0.12
H 0.539 -4.854 -4.513 0.07
H 1.325 -3.529 -5.385 0.08
H 0.664 -4.920 -6.267 0.08
H -4.877 -5.860 -3.410 0.11
H -5.529 -6.879 -4.675 0.11
H -5.128 -3.879 -5.107 0.08
H -6.648 -4.592 -4.540 0.08
H -5.987 -5.006 -6.135 0.07
H -2.712 -8.238 -5.220 0.11
H -1.106 -8.527 -5.838 0.12
H -3.030 -6.686 -7.336 0.07
H -2.870 -8.417 -7.656 0.08
H -1.497 -7.318 -7.881 0.08
O 4.003 2.219 2.580 -0.22
P 4.464 3.630 2.862 0.69
O 6.071 3.351 2.543 -0.23
C 6.474 3.254 1.180 -0.30
C 6.361 4.581 0.451 -0.09
O 4.498 3.459 4.502 -0.26
C 3.734 2.461 5.177 -0.28
C 4.569 1.218 5.414 -0.07
O 4.843 5.248 2.997 -0.23
C 4.834 5.987 4.222 -0.27
C 6.131 5.816 4.987 -0.07
H 5.880 2.485 0.674 0.11
H 7.514 2.923 1.180 0.11
H 5.317 4.897 0.365 0.07
H 6.776 4.503 -0.556 0.08
H 6.894 5.364 0.991 0.08
H 2.814 2.236 4.640 0.11
H 3.437 2.884 6.141 0.12
H 5.046 0.871 4.496 0.07
H 3.955 0.410 5.814 0.08
H 5.372 1.434 6.122 0.07
H 3.962 5.738 4.823 0.11
H 4.726 7.040 3.950 0.12
H 6.404 4.771 5.120 0.07
H 6.053 6.280 5.973 0.08
H 6.957 6.283 4.446 0.08
```

Output
Net charge: -1
2S+1: 1

DFT (ωB97M-V with the def2-TZVPD basis set) results for a structure of composition C27H49N3ORb.

The geometry in XYZ format:
```
81
Properties=species:S:1:pos:R:3:lowdin_charge:R:1
Rb 8.790 -11.702 7.903 0.92
C 5.363 -12.503 8.719 -0.26
C 6.326 -13.407 9.209 -0.31
C 7.141 -12.723 10.153 -0.36
C 6.645 -11.376 10.270 -0.30
C 5.574 -11.230 9.391 -0.27
C 4.627 -10.038 9.276 -0.07
C 7.106 -10.382 11.341 -0.06
C 8.194 -13.298 11.030 -0.07
C 6.433 -14.857 8.918 -0.07
C 4.192 -12.795 7.822 -0.08
H 3.848 -9.907 10.063 0.08
H 3.990 -10.091 8.403 0.05
H 5.133 -9.109 9.182 0.03
H 7.977 -9.725 11.065 0.07
H 7.380 -10.862 12.257 0.04
H 6.264 -9.689 11.558 0.07
H 7.820 -14.176 11.540 0.07
H 8.405 -12.542 11.781 0.05
H 9.174 -13.540 10.595 0.07
H 6.119 -15.536 9.780 0.10
H 7.434 -15.145 8.628 0.06
H 5.824 -15.209 8.074 0.06
H 3.285 -13.058 8.412 0.08
H 4.341 -13.575 7.082 0.05
H 3.918 -11.889 7.244 0.06
C 6.944 -9.421 6.531 -0.12
N 8.243 -8.948 6.940 -0.32
C 8.008 -8.029 8.060 -0.09
C 8.996 -8.324 5.851 -0.21
C 9.239 -9.277 4.713 -0.23
N 9.772 -10.560 5.097 -0.28
C 11.053 -10.455 5.830 -0.10
C 9.934 -11.445 3.996 -0.11
H 6.297 -8.569 6.266 0.10
H 6.539 -9.889 7.417 0.04
H 7.047 -10.160 5.708 0.09
H 7.454 -7.093 7.865 0.10
H 8.964 -7.787 8.426 0.07
H 7.460 -8.589 8.826 0.07
H 9.960 -8.061 6.259 0.11
H 8.541 -7.403 5.441 0.13
H 9.862 -8.746 3.968 0.13
H 8.275 -9.447 4.225 0.11
H 11.752 -9.779 5.359 0.09
H 11.491 -11.409 6.005 0.05
H 10.853 -10.024 6.786 0.05
H 10.772 -11.065 3.307 0.11
H 9.037 -11.500 3.382 0.09
H 10.213 -12.412 4.379 0.06
C 7.740 -15.443 5.494 -0.07
C 8.213 -14.082 5.954 -0.38
O 7.231 -13.075 5.717 -0.13
H 8.493 -16.233 5.632 0.07
H 7.500 -15.383 4.405 0.08
H 6.758 -15.721 5.999 0.08
H 9.097 -13.719 5.451 0.08
H 8.472 -14.143 6.979 0.03
H 6.569 -13.143 6.435 0.06
C 13.333 -16.824 4.881 -0.13
N 13.356 -16.224 6.196 -0.29
C 13.017 -17.182 7.198 -0.14
C 12.480 -15.012 6.313 -0.17
C 12.648 -14.099 7.500 -0.31
C 13.861 -14.124 8.183 -0.10
C 14.112 -13.316 9.275 -0.14
C 13.161 -12.396 9.700 -0.12
C 11.953 -12.380 8.959 -0.22
C 11.624 -13.236 7.890 -0.13
H 14.045 -17.683 4.880 0.09
H 13.609 -16.103 4.097 0.08
H 12.339 -17.205 4.722 0.06
H 13.705 -18.053 7.157 0.08
H 11.981 -17.608 7.069 0.09
H 13.078 -16.737 8.182 0.07
H 11.456 -15.378 6.347 0.10
H 12.578 -14.434 5.375 0.12
H 14.624 -14.797 7.823 0.09
H 15.115 -13.376 9.700 0.08
H 13.342 -11.698 10.511 0.08
H 11.255 -11.593 9.282 0.03
```

Output
Net charge: -1
2S+1: 1
Relative energy (zero: lowest compared OMol25 entry of this formula, charge and spin) (eV): 0.8243

DFT (ωB97M-V with the def2-TZVPD basis set) results for a cluster of 8 separate species, C27H49NO21 in total.

The geometry in XYZ format:
```
98
Properties=species:S:1:pos:R:3:lowdin_charge:R:1
C -0.338 -3.301 -0.481 0.03
C -0.451 -2.082 0.542 -0.25
C -1.637 -1.238 0.123 -0.10
O -2.314 -1.082 1.370 0.05
C -1.875 -1.998 2.249 -0.60
O -2.319 -2.306 3.311 0.17
O -0.788 -2.554 1.833 0.13
H 0.393 -4.006 -0.314 0.04
H -0.290 -2.842 -1.535 0.09
H -1.264 -3.777 -0.641 0.07
H 0.376 -1.418 0.644 0.12
H -2.274 -1.657 -0.621 0.13
H -1.130 -0.396 -0.227 0.09
C 4.146 -0.179 2.201 0.04
C 3.842 -1.268 1.142 -0.31
C 4.819 -2.400 1.080 -0.10
O 4.002 -3.484 1.123 0.16
C 2.842 -3.188 1.392 -0.67
O 2.014 -4.079 1.651 0.11
O 2.664 -1.933 1.386 0.14
H 3.551 0.678 1.951 0.06
H 5.179 0.148 2.123 0.09
H 3.977 -0.542 3.192 0.09
H 3.845 -0.963 0.144 0.11
H 5.495 -2.428 1.900 0.13
H 5.381 -2.633 0.188 0.13
C -5.757 1.536 3.997 -0.12
O -5.856 1.087 5.269 0.03
C -4.763 0.529 5.778 -0.33
O -3.542 0.257 5.014 -0.10
O -4.725 0.212 7.091 -0.03
C -3.475 -0.210 7.729 -0.02
H -5.094 2.443 3.890 0.12
H -6.703 1.889 3.518 0.10
H -5.410 0.782 3.263 0.09
H -2.909 0.740 7.749 0.10
H -2.905 -0.919 7.086 0.10
H -3.581 -0.608 8.739 0.09
C 1.746 1.752 0.012 -0.08
O 0.530 1.202 0.320 -0.03
C -0.258 1.845 1.220 -0.35
O 0.300 2.931 2.013 -0.09
O -1.441 1.330 1.467 -0.04
C -2.262 1.857 2.478 -0.04
H 2.401 0.845 -0.196 0.10
H 2.244 2.124 0.896 0.09
H 1.872 2.487 -0.719 0.08
H -3.050 1.088 2.748 0.08
H -2.741 2.718 2.128 0.07
H -1.651 2.063 3.443 0.14
C 5.504 -3.015 -4.877 -0.03
O 4.364 -2.208 -4.836 0.09
C 3.850 -1.992 -3.716 -0.41
O 4.378 -2.531 -2.493 -0.09
O 2.640 -1.343 -3.622 -0.01
C 1.931 -1.382 -2.357 0.00
H 6.202 -2.657 -4.155 0.09
H 6.026 -3.101 -5.803 0.10
H 5.384 -4.057 -4.707 0.10
H 2.342 -1.972 -1.620 0.06
H 0.896 -1.573 -2.623 0.07
H 1.977 -0.343 -2.047 0.08
C -0.711 -0.190 -4.448 0.01
O -0.342 0.583 -3.249 0.03
C -1.325 1.131 -2.705 -0.46
O -2.746 0.828 -2.890 -0.09
O -0.899 2.005 -1.817 0.01
C -1.867 2.785 -1.331 -0.13
H 0.136 -0.429 -5.115 0.10
H -1.520 0.312 -5.032 0.11
H -1.132 -1.138 -4.122 0.09
H -1.408 3.596 -0.782 0.11
H -2.550 2.206 -0.606 0.11
H -2.364 3.462 -1.957 0.09
C 2.848 2.046 -3.893 0.02
O 3.450 1.538 -2.664 0.00
C 4.605 1.020 -2.708 -0.48
O 5.406 0.976 -3.866 -0.06
O 5.130 0.599 -1.533 -0.04
C 6.350 -0.167 -1.478 -0.01
H 2.621 1.255 -4.672 0.12
H 3.547 2.885 -4.218 0.13
H 1.912 2.458 -3.700 0.06
H 6.311 -0.578 -0.433 0.09
H 7.198 0.498 -1.458 0.09
H 6.288 -0.899 -2.305 0.09
C -4.635 0.422 0.128 -0.05
C -6.040 1.230 0.336 -0.14
C -6.075 2.541 -0.571 -0.15
C -5.093 3.618 -0.291 -0.20
N -4.391 4.470 0.060 0.15
H -4.261 0.477 -0.910 0.06
H -4.580 -0.618 0.428 0.06
H -3.872 0.856 0.791 0.03
H -6.433 1.359 1.339 0.07
H -6.841 0.626 0.023 0.07
H -7.021 2.989 -0.580 0.09
H -6.007 2.372 -1.575 0.08
```

Output
Net charge: 0
2S+1: 1
Relative energy (zero: lowest compared OMol25 entry of this formula, charge and spin) (eV): 5.6171

Ordered strongest force on any atom results: 0.4, 8.5, 1.9, 10.8; unit eV/Å.
Ordered LUMO results: -0.4, 0.4, 2.1, 0.3; unit eV.
Ordered orbital gap results: 8.7, 5.1, 5.5, 10.0; unit eV.